63
Properties=species:S:1:pos:R:3:lowdin_charge:R:1 method="wB97M-V/def2-TZVPD" e_above_lowest_kcal_mol=72.58 spin_multiplicity=1 charge=-1
Rh 0.76 -2.50 -1.60 0.493
Cl 2.40 -3.54 0.25 0.754
C 4.03 -3.10 -0.16 -0.639
C 5.03 -3.24 0.79 -0.123
C 6.34 -2.91 0.47 -0.108
C 6.65 -2.45 -0.80 -0.132
C 5.65 -2.31 -1.74 -0.716
Cl 6.04 -1.76 -3.32 0.659
C 4.31 -2.60 -1.44 -0.720
S 3.09 -2.36 -2.64 0.586
H 4.78 -3.63 1.76 0.097
H 7.12 -3.00 1.21 0.094
H 7.67 -2.22 -1.07 0.096
I 0.78 0.09 -4.33 0.646
C 0.26 -1.91 -3.84 -0.694
H 0.87 -2.56 -4.47 -0.061
H -0.80 -2.04 -4.03 -0.041
C -3.69 2.12 -0.37 -0.097
C -2.73 0.95 -0.62 -0.606
C -2.39 0.85 -2.11 -0.123
C -3.50 -0.33 -0.28 -0.095
Si -1.11 1.13 0.46 0.672
Br 0.64 -0.12 -0.56 0.557
C -0.32 2.94 0.35 -0.619
C -0.41 3.48 -1.08 -0.108
C -1.04 3.93 1.28 -0.095
C 1.17 2.98 0.72 -0.125
C -1.19 0.42 2.28 -0.617
C 0.18 0.54 2.95 -0.111
C -1.57 -1.07 2.30 -0.098
C -2.22 1.16 3.14 -0.091
H -4.62 1.94 -0.90 0.085
H -3.29 3.07 -0.73 0.057
H -3.92 2.22 0.69 0.068
H -3.31 0.87 -2.69 0.090
H -1.90 -0.10 -2.30 0.039
H -1.75 1.65 -2.46 0.040
H -4.34 -0.43 -0.97 0.092
H -3.90 -0.31 0.73 0.068
H -2.88 -1.22 -0.42 0.057
H -1.44 3.64 -1.39 0.061
H 0.07 2.80 -1.78 0.061
H 0.11 4.44 -1.14 0.084
H -2.12 3.91 1.12 0.065
H -0.68 4.94 1.08 0.084
H -0.84 3.71 2.32 0.064
H 1.74 2.32 0.07 0.037
H 1.35 2.67 1.74 0.056
H 1.55 3.99 0.60 0.083
H 0.96 0.14 2.31 0.053
H 0.20 -0.02 3.88 0.084
H 0.42 1.57 3.18 0.059
H -0.96 -1.67 1.64 0.035
H -2.60 -1.23 2.01 0.066
H -1.45 -1.46 3.31 0.089
H -1.99 2.22 3.24 0.054
H -2.23 0.73 4.14 0.086
H -3.23 1.07 2.73 0.069
O -0.39 -3.07 0.39 -0.518
S -1.20 -3.72 -0.69 0.206
O -2.31 -4.46 -0.17 -0.307
O -0.23 -4.55 -1.48 -0.392
O -1.62 -2.59 -1.58 -0.414


67
Properties=species:S:1:pos:R:3:lowdin_charge:R:1 method="wB97M-V/def2-TZVPD" e_above_lowest_kcal_mol=0.00 spin_multiplicity=1 charge=+4
P 3.54 -0.24 0.35 0.950
C 4.24 -0.51 2.02 -0.171
H 5.33 -0.55 1.94 0.088
H 3.81 -1.44 2.42 0.061
H 3.90 0.32 2.66 0.068
C 3.80 -1.75 -0.63 -0.217
H 3.41 -1.62 -1.65 0.033
H 3.20 -2.56 -0.19 0.049
H 4.87 -2.03 -0.64 0.096
C 4.47 1.05 -0.57 -0.202
H 5.53 0.77 -0.64 0.091
H 4.34 2.02 -0.07 0.070
H 4.01 1.13 -1.58 0.049
P -1.03 3.65 -0.12 0.779
C -1.11 4.75 1.37 -0.221
H -1.60 5.69 1.10 0.070
H -0.09 4.89 1.75 0.055
H -1.69 4.19 2.14 0.050
C 0.03 4.50 -1.36 -0.273
H -0.02 3.95 -2.31 0.016
H 1.08 4.44 -1.02 0.044
H -0.28 5.55 -1.50 0.073
C -2.67 3.64 -0.90 -0.281
H -3.01 4.64 -1.15 0.069
H -3.39 3.16 -0.23 0.042
H -2.61 3.01 -1.80 0.018
P -2.84 -2.07 0.39 0.942
C -3.60 -2.41 2.01 -0.170
H -4.20 -3.32 1.92 0.090
H -4.21 -1.54 2.30 0.077
H -2.78 -2.52 2.73 0.064
C -4.16 -1.84 -0.90 -0.193
H -4.89 -2.67 -0.85 0.096
H -3.66 -1.78 -1.90 0.045
H -4.65 -0.86 -0.73 0.071
C -1.97 -3.56 -0.18 -0.212
H -2.66 -4.38 -0.36 0.092
H -1.22 -3.86 0.55 0.043
H -1.42 -3.32 -1.10 0.033
Pb 0.02 -0.04 -1.67 1.443
C 1.24 1.57 0.88 -0.157
O 1.37 2.10 1.90 0.041
C -1.97 0.46 0.89 -0.150
O -2.29 1.04 1.82 0.078
C -1.39 -0.05 -3.70 -0.102
C -0.73 -1.30 -3.59 -0.147
C 0.68 -1.36 -3.57 -0.140
C 1.44 -0.16 -3.65 -0.132
C 0.77 1.08 -3.76 -0.092
C -0.64 1.13 -3.78 -0.096
H -2.47 -0.04 -3.80 0.159
H -1.31 -2.23 -3.58 0.151
H 1.19 -2.32 -3.56 0.159
H 2.52 -0.23 -3.69 0.150
H 1.36 1.99 -3.89 0.162
H -1.14 2.09 -3.92 0.155
Cl 0.02 -0.51 5.97 0.798
C 0.29 -1.23 4.43 -0.629
C 0.69 -2.56 4.31 -0.036
C 0.89 -3.07 3.03 -0.032
C 0.67 -2.22 1.93 -0.220
N 0.28 -0.96 2.07 0.001
C 0.09 -0.44 3.28 -0.182
H 0.84 -3.16 5.21 0.136
H 1.20 -4.10 2.84 0.128
H 0.82 -2.59 0.91 0.083
H -0.23 0.58 3.38 0.092


14
Properties=species:S:1:pos:R:3:lowdin_charge:R:1 method="wB97M-V/def2-TZVPD" e_above_lowest_kcal_mol=110.63 spin_multiplicity=1 charge=0
B -0.31 -1.92 0.05 0.112
C -0.32 -1.88 1.51 -0.205
C -0.60 1.00 0.72 -0.168
C 1.01 0.73 -1.23 -0.149
C -0.35 0.37 -0.60 -0.284
N -0.23 -1.67 2.67 0.165
H -0.29 -2.44 -0.92 -0.008
H -1.44 0.60 1.13 0.025
H -0.44 2.09 0.81 0.090
H 0.13 0.50 1.45 0.076
H 1.83 0.76 -0.40 0.102
H 1.09 -0.07 -2.10 0.097
H 1.01 1.75 -1.74 0.078
H -1.08 0.17 -1.35 0.070


19
Properties=species:S:1:pos:R:3:lowdin_charge:R:1 method="wB97M-V/def2-TZVPD" e_above_lowest_kcal_mol=28.25 smiles=C[C@@H]1OCC1(C)C spin_multiplicity=1 charge=0
C -1.45 -0.88 1.32 -0.039
C -0.51 0.27 1.02 -0.356
O -1.16 1.46 0.63 -0.086
C -0.25 1.55 -0.60 -0.065
C 0.38 0.20 -0.34 -0.473
C 0.00 -0.89 -1.33 -0.048
C 1.87 0.20 -0.06 -0.049
H -2.16 -1.03 0.51 0.076
H -0.89 -1.80 1.48 0.083
H -2.01 -0.65 2.22 0.080
H 0.16 0.44 1.87 0.137
H -0.90 1.63 -1.47 0.119
H 0.41 2.41 -0.51 0.119
H 0.28 -1.87 -0.94 0.084
H -1.06 -0.89 -1.54 0.081
H 0.54 -0.74 -2.27 0.085
H 2.18 -0.75 0.38 0.085
H 2.43 0.35 -0.98 0.083
H 2.14 1.00 0.63 0.083


12
Properties=species:S:1:pos:R:3:lowdin_charge:R:1 method="wB97M-V/def2-TZVPD" e_above_lowest_kcal_mol=0.00 spin_multiplicity=1 charge=0
In -0.45 -1.59 -1.50 1.029
P -0.98 -0.58 1.76 -0.099
O -0.24 -1.87 1.33 -0.233
O -0.06 0.61 1.79 -0.183
O -1.56 -0.93 3.11 -0.093
O -2.00 -0.43 0.62 -0.275
O 1.69 -0.06 -0.34 -0.158
H 2.61 0.19 -0.19 0.059
H 1.19 0.30 0.43 0.003
O -0.15 1.10 -2.20 -0.162
H 0.39 1.77 -1.76 0.056
H -0.42 1.47 -3.05 0.056


48
Properties=species:S:1:pos:R:3:lowdin_charge:R:1 method="wB97M-V/def2-TZVPD" e_above_lowest_kcal_mol=482.54 spin_multiplicity=1 charge=0
O 0.06 3.20 4.05 -0.034
C 0.91 2.35 3.49 -0.371
N 1.67 1.46 4.31 0.085
C 1.66 1.60 5.76 -0.336
C 3.06 1.48 6.51 -0.027
C 1.82 0.44 6.61 -0.155
H 1.12 0.36 7.52 0.115
H 2.15 -0.63 6.03 0.152
H 3.11 1.92 7.59 0.127
H 3.82 1.23 6.06 -0.030
H 0.87 2.18 6.31 0.156
H 2.48 0.88 4.10 0.138
C 1.31 2.29 2.01 -0.031
H 0.75 3.00 1.65 0.048
H 2.36 2.04 1.90 0.135
C 0.32 1.04 1.74 -0.081
H 0.69 0.23 2.17 0.057
C 0.57 0.71 0.22 -0.258
C 0.02 -0.89 -0.21 -0.092
C 0.10 -1.03 -1.57 -0.315
N -0.34 -0.03 -2.42 -0.181
C 0.05 1.29 -2.02 -0.201
C -0.08 1.59 -0.66 -0.253
H 0.30 2.69 -0.46 0.193
H -0.89 1.52 -0.49 -0.012
H -0.33 1.96 -2.90 0.141
H 1.29 1.41 -2.54 0.184
C -0.50 -0.54 -3.82 -0.082
C -1.47 -1.44 -4.04 -0.260
C -1.13 -2.46 -5.08 0.104
C -1.91 -3.67 -5.32 -0.097
C -3.02 -3.64 -4.71 -0.160
C -3.54 -2.73 -3.76 0.107
C -2.58 -1.53 -3.50 -0.209
O -3.00 -0.67 -2.52 0.180
H -2.34 -0.36 -2.24 -0.116
H -4.30 -2.81 -3.30 -0.012
H -4.08 -4.36 -4.86 0.179
H -1.66 -4.32 -6.04 0.073
H -0.19 -2.47 -5.38 0.058
H -1.01 0.59 -4.47 0.244
H 0.34 -0.53 -4.04 0.002
H -0.24 -1.93 -1.81 0.089
H 1.31 -0.96 -1.89 0.185
H 0.58 -1.57 0.54 0.155
H -1.07 -0.74 -0.09 0.136
H 1.66 0.66 -0.12 0.150
H -0.71 1.20 1.68 0.118


74
Properties=species:S:1:pos:R:3:lowdin_charge:R:1 method="wB97M-V/def2-TZVPD" e_above_lowest_kcal_mol=20.04 spin_multiplicity=1 charge=+1
Sr -0.57 -0.17 0.05 1.175
C 3.31 1.00 2.20 0.004
C 2.54 1.08 0.92 -0.267
N 2.39 0.13 0.07 0.039
N 3.10 -1.06 0.38 -0.040
C 2.55 -2.04 1.14 -0.885
N 3.26 -3.18 1.19 0.106
S 1.12 -1.84 1.99 0.659
C 1.84 2.35 0.59 -0.224
C 2.41 3.58 0.88 0.009
C 1.75 4.73 0.48 -0.029
C 0.55 4.62 -0.18 -0.030
C 0.04 3.35 -0.42 -0.105
N 0.66 2.24 -0.04 0.045
H 2.59 0.83 3.00 0.107
H 3.82 1.93 2.41 0.079
H 4.03 0.18 2.19 0.085
H 3.68 -1.34 -0.40 0.152
H 4.22 -3.22 0.89 0.115
H 2.92 -3.90 1.80 0.102
H 3.36 3.64 1.38 0.112
H 2.18 5.71 0.69 0.116
H 0.00 5.49 -0.50 0.093
H -0.91 3.22 -0.91 0.089
Br -0.56 8.12 1.20 0.745
C -2.03 7.16 1.91 -0.687
C -1.81 6.21 2.90 -0.113
C -2.89 5.52 3.43 -0.014
C -4.17 5.78 2.97 -0.272
C -4.39 6.76 2.02 -0.028
C -3.31 7.44 1.46 -0.117
N -5.34 5.18 3.56 0.080
N -5.43 3.96 3.75 0.084
C -4.43 3.06 3.25 -0.258
C -3.79 2.24 4.15 -0.031
C -2.73 1.41 3.76 -0.001
C -2.32 1.32 2.44 -0.392
O -1.32 0.61 2.04 -0.345
C -3.08 2.08 1.47 -0.140
N -2.73 1.92 0.16 0.073
C -3.41 2.57 -0.75 -0.170
C -4.50 3.41 -0.46 -0.035
C -4.86 3.59 0.84 0.006
C -4.13 2.94 1.87 -0.099
H -0.81 6.03 3.26 0.103
H -2.72 4.78 4.20 0.118
H -5.40 7.00 1.72 0.120
H -3.47 8.21 0.71 0.104
H -4.08 2.30 5.19 0.121
H -2.21 0.82 4.50 0.116
H -3.09 2.44 -1.78 0.096
H -5.04 3.90 -1.27 0.109
H -5.70 4.21 1.10 0.117
C -3.74 -0.03 -3.65 -0.506
C -2.29 -0.11 -4.16 -0.480
S -0.92 0.17 -2.98 0.839
C -0.31 -1.52 -2.66 -0.540
C -1.33 -2.58 -2.23 -0.516
S -2.15 -2.55 -0.59 0.858
C -3.26 -1.10 -0.65 -0.595
C -4.60 -1.32 -1.31 -0.508
S -4.51 -1.57 -3.10 0.900
H -4.35 0.32 -4.49 0.077
H -3.84 0.72 -2.86 0.051
H -2.14 0.67 -4.90 0.075
H -2.10 -1.06 -4.65 0.082
H 0.55 -1.42 -1.98 0.044
H 0.13 -1.89 -3.59 0.089
H -0.82 -3.55 -2.21 0.085
H -2.11 -2.66 -2.98 0.028
H -2.76 -0.29 -1.20 -0.028
H -3.38 -0.77 0.39 0.079
H -5.25 -0.47 -1.10 0.088
H -5.09 -2.21 -0.92 0.080


13
Properties=species:S:1:pos:R:3:lowdin_charge:R:1 method="wB97M-V/def2-TZVPD" e_above_lowest_kcal_mol=105.89 smiles="C#CC=O.C=C=C" spin_multiplicity=1 charge=0
C -1.13 -1.31 2.13 0.148
C -0.80 -0.29 1.58 -0.075
C -0.43 0.99 0.99 -0.320
O 0.66 1.47 1.13 0.027
H -1.39 -2.21 2.64 0.038
H -1.26 1.54 0.52 0.126
C -0.62 -0.21 -1.52 -0.035
C 0.69 -0.11 -1.46 -0.172
C 1.90 0.16 -1.08 0.024
H -1.19 0.49 -2.11 0.067
H -1.14 -1.07 -1.11 0.066
H 1.87 0.70 -0.14 0.039
H 2.83 -0.13 -1.56 0.067